ORCA calculation (wB97M-V/def2-TZVPD) on a molecular structure, C21H26N8O4Re at a distorted geometry.

Properties
multiplicity	2
ΔE to the lowest compared entry with this formula, charge and spin	7.8	kcal per mole
net charge	+2

Each line ends with the Mulliken charge.
Atoms and positions in Å:
1 Re 0.523 -0.487 0.162  2.607
2 C -0.898 2.799 -2.490  -1.911
3 C -0.285 1.571 -1.918  1.079
4 N -0.237 1.276 -0.659  0.675
5 N -0.878 2.151 0.217  -1.292
6 C -1.260 1.447 1.246  0.580
7 O -0.964 0.159 1.273  -1.005
8 C -1.959 2.021 2.390  0.335
9 C -2.263 1.215 3.488  -0.168
10 C -2.898 1.769 4.586  -0.862
11 C -3.229 3.118 4.586  -0.400
12 C -2.929 3.922 3.491  -0.757
13 C -2.293 3.379 2.391  -0.474
14 C 0.232 0.491 -2.738  0.667
15 C 0.318 0.519 -4.120  -0.952
16 C 0.730 -0.620 -4.786  -0.599
17 C 1.023 -1.756 -4.042  -0.993
18 C 0.930 -1.709 -2.666  -0.026
19 N 0.560 -0.597 -2.006  0.451
20 H -1.322 3.417 -1.708  0.390
21 H -1.681 2.517 -3.197  0.417
22 H -0.154 3.380 -3.039  0.402
23 H -1.997 0.166 3.477  0.500
24 H -3.136 1.152 5.441  0.431
25 H -3.726 3.548 5.446  0.419
26 H -3.194 4.970 3.500  0.429
27 H -2.057 3.992 1.532  0.448
28 H 0.051 1.419 -4.657  0.566
29 H 0.805 -0.630 -5.865  0.467
30 H 1.318 -2.679 -4.520  0.498
31 H 1.151 -2.579 -2.067  0.611
32 N 1.722 1.098 1.134  -0.655
33 N 2.495 0.427 2.123  -0.368
34 C 1.944 -0.768 2.647  0.405
35 O 2.341 -1.241 3.665  -0.560
36 O 0.985 -1.291 1.874  -0.855
37 H 2.348 1.621 0.528  0.320
38 H 1.085 1.778 1.555  0.446
39 H 2.913 1.023 2.827  0.277
40 C 4.146 -0.020 -0.837  -1.225
41 C 3.548 -1.326 -0.430  0.792
42 N 4.347 -2.352 -0.218  -0.317
43 O 2.305 -1.492 -0.305  -0.817
44 H 5.083 -0.159 -1.373  0.515
45 H 4.352 0.560 0.065  0.273
46 H 3.447 0.518 -1.477  0.174
47 H 5.346 -2.267 -0.316  0.244
48 H 3.973 -3.224 0.126  0.252
49 C -2.801 -1.169 -1.067  -0.936
50 C -1.954 -2.250 -0.497  0.495
51 N -0.679 -2.174 -0.128  0.619
52 C -0.303 -3.433 0.334  -0.810
53 C -1.359 -4.266 0.223  -0.654
54 N -2.382 -3.505 -0.297  -0.016
55 H -2.235 -0.247 -1.143  -0.047
56 H -3.666 -0.982 -0.431  0.403
57 H -3.161 -1.450 -2.058  0.380
58 H 0.676 -3.617 0.737  0.480
59 H -1.479 -5.306 0.469  0.408
60 H -3.319 -3.827 -0.478  0.243

Atomic forces in eV per Å
-0.1 0.8 -1.1
0.1 0.0 0.0
0.3 0.0 -0.3
-0.9 0.3 0.0
0.2 -0.1 0.1
0.0 -0.2 -0.1
-0.2 0.2 0.6
0.0 0.0 -0.1
0.0 0.0 0.0
0.0 0.0 0.0
0.0 0.0 0.0
0.0 0.0 0.0
0.0 0.0 0.0
-0.1 0.2 0.3
0.0 -0.1 -0.1
0.0 0.1 0.0
0.0 0.0 0.1
0.0 0.0 -0.1
0.2 -0.2 0.0
0.0 0.0 0.0
0.0 0.0 0.0
0.0 0.0 0.0
0.0 0.0 0.0
0.0 0.0 0.0
0.0 0.0 0.0
0.0 0.0 0.0
0.0 0.0 0.0
0.0 0.0 0.0
0.0 0.0 0.0
0.0 0.0 0.0
0.0 0.0 0.0
0.2 -0.3 0.2
0.1 0.0 0.0
-0.4 -0.2 -0.3
0.1 0.0 0.0
0.3 -0.1 0.8
0.0 0.0 -0.1
0.0 0.1 0.0
0.0 0.0 0.0
0.0 0.0 0.0
-0.1 -0.1 -0.1
0.0 0.0 0.0
0.3 -0.1 0.1
0.0 0.0 0.0
0.0 0.0 0.0
0.0 0.0 0.0
0.0 0.0 0.0
0.0 0.0 0.0
0.0 0.0 0.0
0.0 0.0 -0.2
0.0 -0.3 0.2
0.0 0.1 0.0
0.0 0.0 0.0
0.0 0.0 0.0
0.0 0.0 0.0
0.0 0.0 0.0
0.0 0.0 0.0
0.0 0.0 0.0
0.0 0.0 0.0
0.0 0.0 0.0



ORCA calculation (wB97M-V/def2-TZVPD) on a molecular structure, C21H27BIKN12O3.

Properties
multiplicity	1
ΔE to the lowest compared entry with this formula, charge and spin	0.9	kcal per mole
net charge	-2

Each line ends with the Mulliken charge.
Atoms and positions in Å:
1 K 1.737 2.238 0.501  1.036
2 N 2.656 5.096 3.330  -0.050
3 C 3.664 4.266 2.857  0.411
4 N 4.761 4.040 3.571  -0.547
5 N 5.511 3.253 2.769  -0.553
6 N 4.886 3.031 1.660  -0.543
7 N 3.690 3.673 1.667  0.161
8 C 1.331 5.127 2.946  0.279
9 N 0.446 5.899 3.584  -0.522
10 N -0.701 5.709 2.933  -1.017
11 N -0.517 4.871 1.969  -0.514
12 N 0.771 4.450 1.935  0.521
13 H 2.839 5.503 4.230  0.252
14 O -1.925 3.609 -1.740  -0.897
15 C -1.930 2.665 -0.935  0.737
16 C -2.231 1.254 -1.408  -0.422
17 C -3.308 0.453 -0.637  -0.077
18 C -3.959 1.199 0.530  -0.980
19 C -3.026 1.319 1.736  -0.717
20 C -1.616 1.730 1.314  0.032
21 N -1.633 2.826 0.358  0.402
22 H -1.275 0.718 -1.377  -0.074
23 H -2.506 1.356 -2.456  0.380
24 H -2.862 -0.470 -0.260  -0.183
25 H -4.086 0.161 -1.346  0.468
26 H -4.877 0.683 0.828  0.446
27 H -4.261 2.197 0.198  0.368
28 H -2.961 0.355 2.250  0.277
29 H -3.431 2.043 2.449  0.376
30 H -1.077 0.875 0.897  -0.300
31 H -1.043 2.079 2.175  0.321
32 H -1.369 3.748 0.741  0.159
33 I 2.994 7.893 0.440  0.073
34 C 1.971 6.389 -0.515  -0.533
35 C 0.613 6.297 -0.715  -0.370
36 N 0.401 5.122 -1.324  0.380
37 N 1.532 4.420 -1.505  -0.896
38 C 2.497 5.188 -1.020  0.019
39 H -0.195 6.951 -0.438  0.476
40 H -0.503 4.680 -1.527  0.357
41 H 3.521 4.851 -0.999  0.462
42 C 1.859 -6.954 -2.078  -2.151
43 C 0.423 -6.775 -1.583  2.105
44 C 0.196 -7.756 -0.425  -1.638
45 C -0.521 -7.136 -2.739  -1.634
46 C 0.145 -5.344 -1.113  0.432
47 C -1.126 -5.018 -0.637  -0.492
48 C -1.451 -3.734 -0.197  -1.593
49 C -0.467 -2.769 -0.246  1.145
50 O -0.510 -1.462 0.102  -0.488
51 B 0.801 -0.858 -0.165  -0.687
52 O 1.582 -1.975 -0.671  -0.677
53 C 0.803 -3.079 -0.715  0.721
54 C 1.129 -4.349 -1.148  -0.941
55 H 2.006 -7.986 -2.407  0.433
56 H 2.584 -6.746 -1.290  0.402
57 H 2.075 -6.297 -2.923  0.413
58 H 0.388 -8.784 -0.748  0.439
59 H -0.829 -7.701 -0.055  0.317
60 H 0.863 -7.525 0.408  0.380
61 H -0.334 -8.159 -3.082  0.437
62 H -0.371 -6.456 -3.580  0.378
63 H -1.566 -7.065 -2.435  0.314
64 H -1.895 -5.780 -0.603  0.313
65 H -2.444 -3.500 0.168  0.397
66 H 2.131 -4.540 -1.505  0.478

Atomic forces in eV per Å
0.0 0.0 -0.1
0.0 0.0 0.1
-0.1 0.0 -0.1
0.1 -0.1 -0.1
-0.1 0.1 0.1
0.0 0.0 -0.1
0.2 0.0 0.2
-0.2 -0.3 -0.4
0.3 0.2 0.1
-0.1 0.0 0.0
0.0 -0.3 -0.2
0.0 0.3 0.5
0.0 0.0 0.0
0.0 0.0 0.0
0.0 0.0 0.0
0.1 0.0 -0.1
0.0 0.0 0.0
0.0 0.0 0.0
0.0 0.0 0.0
0.0 0.0 0.0
0.2 -0.1 0.1
0.0 0.0 0.0
0.0 0.0 0.0
0.0 0.0 0.0
0.0 0.0 0.0
0.0 0.0 0.0
0.0 0.0 0.0
0.0 0.0 0.0
0.0 0.0 0.0
0.0 0.0 0.0
0.0 0.0 0.0
-0.1 0.1 -0.1
0.0 0.0 0.0
0.0 -0.1 -0.1
0.0 0.1 0.0
-0.1 -0.1 0.1
0.1 0.1 0.0
0.0 0.0 0.0
0.0 0.0 0.0
0.0 0.0 0.0
0.0 0.0 0.0
0.0 0.0 0.0
0.0 0.0 0.0
0.0 0.0 0.0
0.0 0.0 0.0
0.0 0.0 0.0
0.0 0.0 0.0
0.0 0.1 0.0
0.0 -0.1 0.0
0.0 0.0 0.0
0.0 0.1 0.1
0.0 0.0 0.0
0.0 0.0 0.0
0.0 0.0 0.0
0.0 0.0 0.0
0.0 0.0 0.0
0.0 0.0 0.0
0.0 0.0 0.0
0.0 0.0 0.0
0.0 0.0 0.0
0.0 0.0 0.0
0.0 0.0 0.0
0.0 0.0 0.0
0.0 0.0 0.0
0.0 0.0 0.0
0.0 0.0 0.0



ORCA calculation (wB97M-V/def2-TZVPD) on a molecular structure, C21H27BaF4N2 at a distorted geometry.

Properties
multiplicity	1
net charge	+1

Each line ends with the Mulliken charge.
Atoms and positions in Å:
1 Ba 8.686 -2.857 14.176  1.611
2 C 8.288 0.547 15.416  -1.142
3 C 9.647 0.204 16.128  -0.663
4 N 10.315 -0.955 15.446  0.306
5 C 11.081 -1.724 16.498  -0.440
6 C 12.296 -1.060 17.106  -1.150
7 C 11.213 -0.488 14.381  -1.377
8 C 11.849 -1.489 13.492  -0.988
9 N 11.020 -2.641 13.404  -0.339
10 C 11.411 -3.830 12.782  -0.339
11 C 10.934 -5.058 13.143  0.636
12 F 9.983 -5.120 14.115  -0.592
13 C 11.392 -6.204 12.556  0.526
14 F 10.917 -7.296 13.120  -0.312
15 C 12.398 -6.171 11.590  -0.706
16 C 12.818 -4.929 11.143  0.329
17 F 13.681 -4.946 10.125  -0.318
18 C 12.276 -3.819 11.627  0.469
19 F 12.562 -2.610 11.112  -0.365
20 H 7.983 1.506 15.642  0.476
21 H 7.540 -0.159 15.757  0.237
22 H 8.439 0.475 14.339  0.216
23 H 9.474 -0.066 17.185  0.505
24 H 10.335 1.081 16.093  0.307
25 H 11.428 -2.706 16.027  0.124
26 H 10.390 -2.013 17.293  0.586
27 H 12.009 -0.145 17.567  0.296
28 H 12.902 -0.793 16.221  0.287
29 H 13.024 -1.598 17.762  0.364
30 H 11.943 0.138 14.847  0.520
31 H 10.479 0.069 13.843  0.546
32 H 12.865 -1.745 13.952  0.268
33 H 12.052 -1.089 12.511  0.530
34 H 12.875 -7.094 11.401  0.489
35 C 6.290 -6.495 13.754  -1.471
36 C 6.444 -5.208 13.080  0.978
37 C 5.663 -4.055 13.325  -0.655
38 C 5.778 -2.866 12.657  0.592
39 C 4.750 -1.767 12.939  -1.681
40 C 6.735 -2.784 11.657  -0.520
41 C 7.642 -3.815 11.421  0.593
42 C 8.666 -3.639 10.258  -1.021
43 C 7.532 -5.048 12.172  -0.865
44 H 5.269 -6.784 13.696  0.445
45 H 6.605 -6.475 14.803  0.253
46 H 6.902 -7.225 13.245  0.411
47 H 4.856 -4.183 14.052  0.426
48 H 4.436 -1.832 14.008  0.384
49 H 3.914 -1.899 12.331  0.381
50 H 5.209 -0.831 12.760  0.426
51 H 6.676 -1.965 10.885  0.236
52 H 9.613 -3.453 10.795  0.035
53 H 8.288 -2.798 9.625  0.388
54 H 8.846 -4.637 9.860  0.358
55 H 8.240 -5.820 12.027  0.410

Atomic forces in eV per Å
-0.2 0.4 0.4
2.2 -2.2 0.2
-0.1 0.3 -0.8
0.6 -1.0 2.4
0.1 -2.4 -0.4
1.3 0.2 -1.4
-1.5 0.7 0.5
2.1 -1.5 0.5
-1.3 -2.4 -0.3
0.9 3.2 -0.9
0.0 0.5 -0.5
-0.2 -0.4 0.7
1.0 0.5 -0.3
-0.1 -1.5 -0.1
-1.5 -0.4 1.8
0.5 -2.4 -1.3
0.2 0.6 0.0
-0.9 2.0 1.8
0.2 -0.2 -0.2
-0.8 2.1 0.5
-0.4 -0.2 -0.1
-0.2 0.0 -0.1
0.1 0.2 -0.5
-0.5 -0.4 0.2
-0.5 1.2 0.4
-0.3 0.1 -0.1
-0.1 0.8 0.6
0.2 0.1 0.6
-1.3 -0.1 -0.4
0.5 0.9 -0.2
0.1 1.1 -1.1
-0.9 0.1 -0.6
0.2 0.7 -0.1
0.5 -0.6 -0.8
0.4 -0.4 0.5
2.2 2.2 -1.3
-0.5 -1.9 1.1
-0.9 0.5 0.0
1.7 -1.3 1.8
0.2 0.7 -1.5
0.1 -1.3 -0.6
-0.7 -0.3 2.4
-1.6 2.6 -0.1
-0.9 -0.5 0.2
-0.2 0.0 -0.1
0.0 -0.4 0.0
0.1 0.2 -0.1
0.1 0.2 -0.8
-1.4 -0.1 -1.1
0.2 1.2 -0.2
0.3 -0.6 1.2
-0.1 0.7 -0.7
0.9 -1.1 0.1
-0.3 0.4 -0.9
0.5 -0.8 -0.3



ORCA calculation (wB97M-V/def2-TZVPD) on a molecular structure, C21H27Cl5PRuSbSe4 at a distorted geometry.

Properties
multiplicity	6
ΔE to the lowest compared entry with this formula, charge and spin	0.0	kcal per mole
net charge	-1

Each line ends with the Mulliken charge.
Atoms and positions in Å:
1 Ru 0.751 0.671 -1.244  0.480
2 C -0.768 -2.287 2.906  -1.994
3 C 0.158 -1.098 2.696  0.512
4 C 1.548 -1.311 2.650  1.500
5 C 2.174 -2.616 3.093  -2.204
6 C 2.385 -0.294 2.190  1.209
7 C 3.871 -0.507 2.026  -2.148
8 C 1.858 0.959 1.854  1.039
9 C 2.807 2.052 1.424  -2.256
10 C 0.502 1.225 2.068  1.131
11 C -0.006 2.644 1.970  -2.044
12 C -0.359 0.176 2.436  0.880
13 C -1.832 0.484 2.581  -1.505
14 H -0.326 -3.030 3.563  0.452
15 H -0.967 -2.748 1.945  0.119
16 H -1.714 -2.003 3.354  0.511
17 H 2.510 -3.228 2.249  0.325
18 H 1.502 -3.227 3.685  0.349
19 H 3.048 -2.423 3.715  0.472
20 H 4.444 0.129 2.707  0.344
21 H 4.185 -0.244 1.013  0.350
22 H 4.173 -1.535 2.197  0.461
23 H 2.283 2.915 1.023  0.401
24 H 3.492 1.708 0.647  0.346
25 H 3.419 2.393 2.265  0.392
26 H 0.467 3.260 2.740  0.483
27 H -1.081 2.715 2.098  0.299
28 H 0.226 3.099 1.007  0.222
29 H -1.996 1.187 3.401  0.394
30 H -2.438 -0.393 2.776  0.308
31 H -2.233 0.940 1.675  -0.282
32 Se 1.895 -0.390 -6.457  -0.475
33 Sb 2.110 0.924 -4.452  0.570
34 Se 2.542 -0.827 -2.128  -0.499
35 Se 0.579 2.941 -1.896  -0.460
36 Se 4.184 2.054 -4.047  -0.539
37 Cl -2.286 4.234 -1.541  -0.288
38 C -2.085 2.530 -0.938  0.808
39 C -0.903 2.002 -1.242  -0.565
40 C -3.058 -0.834 -1.169  -0.520
41 Cl -0.723 -1.904 -0.840  0.142
42 C -4.146 -0.106 -1.029  0.046
43 Cl -5.721 -0.788 -1.677  -0.320
44 C -4.236 1.166 -0.311  0.690
45 Cl -5.709 1.301 0.637  -0.235
46 C -3.338 2.176 -0.236  -0.305
47 Cl -3.649 3.388 1.022  -0.170
48 C -0.117 -2.369 -4.272  -1.090
49 P -0.527 -0.730 -3.524  0.453
50 C 1.142 -1.245 -0.755  -0.799
51 C -1.897 -0.102 -4.555  -1.200
52 H -0.662 -3.177 -3.777  0.351
53 H 0.954 -2.557 -4.191  0.317
54 H -0.387 -2.367 -5.326  0.388
55 H -0.963 -3.144 -1.171  0.197
56 H -0.307 0.071 -0.353  0.344
57 H 1.747 -1.964 -0.219  0.600
58 H -2.718 -0.820 -4.593  0.381
59 H -1.547 0.101 -5.571  0.354
60 H -2.257 0.823 -4.103  0.274

Atomic forces in eV per Å
-1.2 -0.1 0.1
0.3 0.5 0.4
-0.1 -0.3 -0.2
0.0 0.0 -0.1
0.0 0.0 0.0
0.1 0.0 -0.1
0.0 0.0 0.0
0.1 0.2 0.3
-0.1 0.0 -0.1
0.0 -0.1 0.1
0.0 0.0 0.0
0.0 0.1 0.1
0.0 -0.1 0.0
0.0 -0.1 -0.1
-0.2 -0.2 -0.2
0.0 0.0 -0.1
0.0 0.0 0.0
0.0 0.0 0.0
0.0 0.0 0.0
0.0 0.0 0.0
0.0 0.0 0.0
0.0 0.0 0.0
0.0 0.0 0.0
0.0 0.0 0.0
0.0 0.0 0.0
0.0 0.0 0.0
0.0 0.0 0.0
0.0 0.0 0.0
0.0 0.0 0.0
0.0 0.0 0.0
0.0 0.0 0.0
0.0 0.0 0.1
0.3 0.4 -0.2
-0.1 -0.4 0.0
0.0 0.6 -0.4
-0.1 -0.1 0.0
-0.1 -0.2 -0.1
-0.5 0.2 -0.7
1.1 -0.1 0.3
-0.7 0.3 -0.1
0.7 -1.4 0.2
0.7 0.1 -0.2
-0.1 0.2 -0.1
-0.2 0.0 -0.2
0.1 0.0 0.1
0.1 -0.2 0.7
0.1 0.0 0.0
-0.2 0.1 0.1
-0.1 0.6 -0.6
1.7 -0.3 -1.0
0.0 -0.1 0.0
0.0 0.0 0.0
0.0 0.0 0.0
0.0 0.0 0.0
0.1 -0.1 0.0
-0.8 0.6 0.8
-0.7 0.1 1.0
0.0 0.0 0.0
0.0 0.0 0.0
0.0 0.0 0.0



Table of calculated total energy (Eh), in record order: -1632.73842 -2621.85525 -1350.63757 -13399.22839